[1]
{"formula": "C4H10O", "method": "ωB97M-V/def2-TZVPD", "species": ["C", "C", "C", "C", "H", "H", "H", "H", "H", "H", "H", "H", "O", "H", "H"], "coordinates": [[-1.874550, 1.483205, -1.855261], [-0.546588, 0.810192, -1.649127], [-0.328030, -0.014944, -0.618611], [1.112748, -0.165768, -0.154663], [-2.253555, 1.709846, -2.850259], [-2.622439, 1.077287, -1.166546], [-1.777976, 2.482662, -1.400864], [0.233164, 1.058812, -2.364233], [-1.119077, -0.671011, -0.277225], [1.777121, -0.819096, -0.715103], [1.159226, -0.482571, 0.896327], [1.546945, 0.829631, -0.063676], [1.788215, -2.380149, 3.743934], [2.074681, -2.570441, 4.644647], [0.830120, -2.347660, 3.830663]], "forces_ev_per_a": [[-0.2, 0.7, 0.9], [-1.2, -0.2, -0.2], [1.4, -0.1, -1.4], [-0.3, 0.0, 1.2], [0.1, -0.6, -0.2], [-0.2, -0.5, -0.5], [0.3, 0.0, -0.2], [0.4, 0.6, 0.6], [-0.2, 0.6, 0.8], [-0.1, -0.1, -0.2], [-0.2, -0.4, -0.2], [0.2, 0.0, -0.5], [-0.1, 0.0, 0.3], [0.2, 0.0, -0.1], [0.0, 0.0, -0.2]], "relative_energy_kj_mol": 150.5, "spin_multiplicity": 1, "smiles": "C/C=C/C.O"}


[2]
{"formula": "C4H10O", "method": "ωB97M-V/def2-TZVPD", "species": ["C", "C", "C", "H", "H", "H", "H", "H", "H", "C", "O", "H", "H", "H", "H"], "coordinates": [[-0.164309, 1.295905, -0.595851], [-0.423857, 0.035704, -0.930999], [0.500742, -0.827189, -1.736486], [-0.943874, 1.953422, -0.235682], [0.842486, 1.697106, -0.685888], [-1.425434, -0.368518, -0.770409], [0.252574, -0.601530, -2.778599], [1.551782, -0.573472, -1.570558], [0.378706, -1.908078, -1.598362], [-0.070667, 0.214642, 1.979385], [0.260978, -0.839024, 1.064462], [0.076444, -0.208154, 2.964806], [-1.089189, 0.634083, 1.893943], [0.609521, 1.076737, 1.876481], [-0.355903, -1.581633, 1.123757]], "forces_ev_per_a": [[-0.2, 0.1, -0.7], [-0.3, 0.7, -0.8], [0.0, 0.0, -0.1], [0.1, 0.0, 0.2], [-0.2, 0.1, -0.2], [0.1, 0.2, -0.1], [0.2, -0.2, -0.1], [-0.2, 0.0, 0.0], [-0.1, 0.3, 0.2], [0.0, -0.4, 0.4], [0.2, -0.2, 0.8], [-0.1, 0.2, 0.5], [0.3, -0.5, -0.2], [-0.1, -0.7, -0.3], [0.1, 0.4, 0.4]], "relative_energy_kj_mol": 211.5, "spin_multiplicity": 1, "smiles": "C=CC.CO"}


[3]
{"formula": "C4H10O", "method": "ωB97M-V/def2-TZVPD", "species": ["C", "C", "C", "H", "H", "H", "H", "H", "H", "C", "O", "H", "H", "H", "H"], "coordinates": [[0.381035, -2.040345, 1.405005], [1.107267, -1.085081, 0.833808], [1.357341, 0.205130, 1.648263], [0.313529, -3.049051, 1.020817], [-0.182336, -1.898051, 2.318077], [1.512416, -1.124493, -0.164475], [1.946812, -0.111468, 2.502915], [0.387473, 0.561331, 1.985165], [1.886482, 0.940443, 1.050826], [-1.540736, 1.240827, -1.722544], [-1.467961, 1.756612, -3.048930], [-2.160657, 0.348200, -1.641391], [-2.053600, 2.020073, -1.167381], [-0.521792, 1.064793, -1.391007], [-0.965272, 1.171081, -3.629148]], "forces_ev_per_a": [[0.2, -0.5, -0.6], [-0.5, 0.9, 1.3], [-0.4, -1.2, -1.0], [-0.2, 0.1, -0.5], [0.4, 0.2, 0.3], [0.3, -0.5, 0.0], [0.2, 0.4, 0.2], [0.1, 0.4, 0.1], [0.0, 0.2, 0.2], [0.0, 0.3, -0.8], [-0.2, 0.0, -0.5], [0.1, -0.2, -0.1], [0.3, 0.0, 0.4], [-0.1, -0.1, 0.6], [-0.2, 0.0, 0.3]], "relative_energy_kj_mol": 168.8, "spin_multiplicity": 1, "smiles": "C=CC.CO"}


[4]
{"formula": "C4H10O", "method": "ωB97M-V/def2-TZVPD", "species": ["C", "C", "C", "C", "O", "H", "H", "H", "H", "H", "H", "H", "H", "H", "H"], "coordinates": [[-2.139160, -0.011826, -0.272329], [-0.798685, 0.652173, 0.031471], [0.276411, -0.403547, 0.271165], [1.710224, 0.106379, 0.275248], [2.581801, -0.974415, -0.031571], [-2.047329, -0.658046, -1.154394], [-2.454769, -0.647268, 0.563084], [-2.928828, 0.721655, -0.463161], [-0.508032, 1.294557, -0.811959], [-0.887417, 1.309367, 0.907059], [0.227395, -1.164484, -0.517531], [0.075904, -0.922176, 1.216426], [1.824941, 0.915764, -0.460007], [1.979063, 0.517344, 1.259485], [3.088479, -0.735482, -0.812988]], "forces_ev_per_a": [[-0.1, 0.0, 0.0], [0.0, 0.0, 0.0], [0.0, -0.1, 0.0], [-0.2, 0.3, 0.1], [0.4, 0.0, -0.1], [-0.1, 0.1, 0.1], [0.0, 0.1, -0.1], [0.1, -0.1, 0.0], [0.0, -0.1, 0.1], [0.0, -0.1, -0.1], [-0.1, 0.1, 0.1], [0.0, 0.0, -0.1], [0.0, -0.1, 0.1], [0.0, -0.1, -0.2], [0.0, -0.1, 0.1]], "relative_energy_kj_mol": 40.8, "spin_multiplicity": 1, "smiles": "CCCCO"}


[5]
{"formula": "C4H10O", "method": "ωB97M-V/def2-TZVPD", "species": ["C", "O", "H", "H", "H", "H", "C", "C", "C", "H", "H", "H", "H", "H", "H"], "coordinates": [[2.317614, -0.085454, -0.874260], [1.169326, -0.335002, -1.700456], [2.947821, 0.694371, -1.293691], [1.956269, 0.251343, 0.099434], [2.855963, -1.022532, -0.759175], [1.221013, 0.080946, -2.565525], [-1.326390, -0.594591, 1.660723], [-1.487836, 0.642006, 0.868912], [-1.427401, 0.608941, -0.512496], [-2.291710, -1.043355, 1.922725], [-0.713322, -1.305721, 1.102719], [-0.850106, -0.446920, 2.634677], [-1.748240, 1.536443, 1.438649], [-1.980640, 1.150973, -1.266288], [-0.642360, -0.131449, -0.755949]], "forces_ev_per_a": [[-0.4, 0.0, -0.3], [-0.5, 0.0, 0.2], [0.1, -0.1, 0.0], [0.1, 0.0, 0.0], [0.2, 0.1, 0.0], [0.4, 0.0, 0.1], [1.0, -0.1, -0.2], [-1.3, 0.2, 1.0], [1.1, -1.2, 0.6], [-0.2, 0.1, -0.3], [-0.4, -0.2, 0.0], [-0.1, 0.5, -0.1], [0.0, 0.1, -0.3], [0.0, 0.3, 0.2], [-0.3, 0.4, -1.1]], "relative_energy_kj_mol": 137.5, "spin_multiplicity": 2, "charge": 1}


[6]
{"formula": "C4H10O", "method": "ωB97M-V/def2-TZVPD", "species": ["C", "C", "H", "H", "H", "H", "C", "O", "C", "H", "H", "H", "H", "H", "H"], "coordinates": [[-0.471393, 2.197560, -0.432004], [0.718386, 2.548912, 0.182253], [-0.887078, 2.776463, -1.250133], [-1.008187, 1.307120, -0.134979], [1.309821, 3.398213, -0.141301], [1.152945, 1.874625, 0.912747], [-0.587425, -1.496330, -0.152035], [-0.475902, -2.077608, 1.112756], [0.718729, -0.861542, -0.634403], [-1.216094, -0.608106, -0.049657], [-1.139422, -2.046569, -0.924099], [0.068911, -2.883250, 1.012437], [1.261639, -0.439395, 0.218762], [0.669420, 0.001408, -1.340977], [1.457752, -1.449499, -1.195011]], "forces_ev_per_a": [[-0.8, -0.2, -0.6], [1.1, -0.3, 0.1], [0.1, 0.1, 0.0], [0.0, 0.0, 0.2], [-0.2, 0.1, 0.1], [-0.1, 0.2, 0.2], [-0.2, 1.8, -0.8], [0.5, -0.8, -0.5], [1.4, 0.4, -0.4], [-0.5, -0.2, 0.6], [0.5, -0.6, 0.2], [-0.4, 0.4, 0.3], [-0.1, -0.3, 0.2], [-0.9, -0.1, 0.0], [-0.3, -0.5, 0.4]], "relative_energy_kj_mol": 235.4, "spin_multiplicity": 2, "charge": 1}


[7]
{"formula": "C4H10O2", "method": "ωB97M-V/def2-TZVPD", "species": ["C", "C", "C", "O", "C", "O", "H", "H", "H", "H", "H", "H", "H", "H", "H", "H"], "coordinates": [[1.832548, -0.513754, -0.942761], [0.569336, 0.721234, -0.505754], [-0.689770, 0.028834, -0.424212], [-0.773322, -1.351347, -0.300292], [-1.250956, 0.675645, 1.209060], [-0.598659, -0.033461, 2.236464], [2.697199, 0.070938, -1.262111], [2.066582, -1.069836, -0.035349], [1.535407, -1.174570, -1.759613], [0.598576, 1.387063, -1.366650], [1.028745, 1.251439, 0.324965], [-1.416001, 0.394097, -1.152257], [-1.669163, -1.642931, -0.527219], [-1.108752, 1.745899, 1.360219], [-2.324504, 0.461948, 1.211929], [-0.497265, -0.951200, 1.933582]], "forces_ev_per_a": [[-1.6, 2.5, 0.7], [5.4, -2.8, -2.8], [-3.7, 2.5, 4.4], [0.6, -0.7, -0.1], [-0.4, -1.7, -2.3], [0.2, 0.0, -0.5], [0.0, -0.1, 0.1], [-0.1, 0.0, -0.2], [-0.3, 0.2, 0.3], [-0.1, 0.1, 0.0], [-0.5, -0.4, 0.4], [0.1, 0.0, 0.0], [0.4, 0.3, 0.1], [0.3, -0.1, -0.3], [-0.1, 0.0, 0.1], [-0.1, 0.2, 0.0]], "relative_energy_kj_mol": 267.9, "spin_multiplicity": 1, "smiles": "CC[C@@H](O)CO"}


[8]
{"formula": "C4H10O2", "method": "ωB97M-V/def2-TZVPD", "species": ["C", "C", "C", "C", "O", "H", "H", "H", "H", "H", "H", "H", "H", "O", "H", "H"], "coordinates": [[0.404985, -2.546832, 0.355285], [-0.333504, -1.362930, -0.224291], [-1.431810, -0.849469, 0.315192], [-2.169847, 0.369725, -0.109640], [-1.981944, -1.450792, 1.429454], [-0.213355, -3.154745, 1.002065], [0.714963, -3.201076, -0.462229], [1.269484, -2.240172, 0.954591], [0.108534, -0.958868, -1.117960], [-3.150410, 0.100078, -0.485680], [-2.282255, 1.071534, 0.714133], [-1.659914, 0.912681, -0.910686], [-2.470731, -0.780368, 1.920728], [4.577234, 4.610437, -0.782747], [3.638769, 4.773314, -0.936036], [4.979802, 4.707482, -1.662180]], "forces_ev_per_a": [[-0.2, 0.0, -0.2], [0.2, -0.6, 0.5], [0.3, 0.2, 0.3], [0.3, 0.2, -0.8], [0.0, 0.0, 0.1], [-0.3, 0.0, 0.2], [0.3, 0.1, 0.1], [0.0, 0.0, -0.3], [-0.2, 0.4, -0.2], [-0.3, 0.0, 0.1], [-0.1, 0.0, 0.2], [0.1, -0.2, 0.1], [0.0, -0.2, -0.1], [0.0, 0.1, -0.5], [0.1, 0.0, 0.1], [-0.2, -0.1, 0.5]], "relative_energy_kj_mol": 104.1, "spin_multiplicity": 1, "smiles": "C/C=C(/C)O.O"}


[9]
{"formula": "C4H10O2", "method": "ωB97M-V/def2-TZVPD", "species": ["C", "C", "O", "C", "C", "O", "H", "H", "H", "H", "H", "H", "H", "H", "H", "H"], "coordinates": [[-2.127800, 0.390039, 0.389959], [-0.645280, 0.106437, 0.559571], [-0.538964, -1.234624, 0.985287], [0.168183, 0.335785, -0.711196], [1.662844, 0.140519, -0.520227], [1.923948, -1.158449, 0.024770], [-2.633571, 0.180292, 1.337284], [-2.314534, 1.432664, 0.111045], [-2.553645, -0.269233, -0.374959], [-0.236984, 0.796857, 1.321692], [0.398418, -1.474969, 0.904978], [0.026234, 1.359901, -1.080634], [-0.182170, -0.339047, -1.499360], [2.070498, 0.903447, 0.161217], [2.143992, 0.259525, -1.497657], [2.838828, -1.429147, -0.111766]], "forces_ev_per_a": [[0.0, 0.0, 0.0], [0.0, 0.4, -0.1], [0.1, -0.1, 0.2], [0.0, 0.0, -0.1], [0.2, 0.2, -0.1], [0.2, -0.1, -0.2], [0.0, 0.1, -0.2], [0.0, -0.1, 0.0], [0.1, 0.1, 0.1], [-0.1, -0.2, 0.0], [-0.3, -0.1, 0.1], [0.0, -0.1, 0.1], [0.0, 0.0, 0.1], [-0.1, -0.1, -0.1], [0.1, -0.1, 0.1], [-0.2, 0.2, 0.0]], "relative_energy_kj_mol": 60.4, "spin_multiplicity": 1, "smiles": "C[C@@H](O)CCO"}


[10]
{"formula": "C4H10O2", "method": "ωB97M-V/def2-TZVPD", "species": ["C", "O", "C", "C", "C", "O", "H", "H", "H", "H", "H", "H", "H", "H", "H", "H"], "coordinates": [[-1.723770, -1.282813, 0.165763], [-0.979402, -0.067516, 0.379671], [-0.864234, 0.689597, -0.691361], [-0.026816, 1.882760, -0.325028], [1.607524, -0.729498, -0.943078], [1.413482, -1.415439, 0.271253], [-2.566676, -1.074693, -0.497510], [-1.054541, -2.025834, -0.281784], [-2.059269, -1.626929, 1.148185], [0.650435, -0.457521, -1.437815], [-0.752060, 2.693404, -0.177001], [0.594644, 2.178708, -1.176830], [0.589475, 1.787563, 0.580644], [2.129406, -1.401702, -1.624624], [2.201475, 0.189732, -0.814079], [0.828932, -0.870045, 0.818731]], "forces_ev_per_a": [[-0.2, -0.3, 0.0], [-0.1, 0.3, -0.4], [0.0, 0.2, 0.5], [0.0, 0.0, 0.0], [0.1, 0.1, -0.4], [-0.1, 0.1, 0.2], [0.2, 0.0, 0.1], [-0.2, 0.2, 0.1], [0.0, 0.1, -0.2], [0.4, -0.2, 0.1], [0.1, 0.0, 0.0], [-0.2, 0.0, 0.1], [-0.2, -0.1, -0.1], [0.1, 0.0, 0.1], [-0.1, -0.2, 0.0], [0.2, -0.1, -0.1]], "relative_energy_kj_mol": 369.5, "spin_multiplicity": 1}


What did we get for E_tot? Answer: -233.58764, -233.56441, -233.58065, -233.62939, -233.24426, -233.20694, -308.79612, -308.85852, -308.87516, -308.75741 Eh, in the order shown.